Arrangement A

Molecular formula: C2H7N3O
Method: DFT, the ωB97M-V functional and the def2-TZVPD basis

Results
Kohn-Sham gap ... 9.2 eV

```
! wB97M-V def2-TZVPD RIJCOSX def2/J DEFGRID3
* xyz 0 1
C -0.219 0.288 -0.467
N 0.861 0.987 -1.028
N -0.926 -0.507 -1.419
C 0.597 -0.695 1.722
O -1.117 0.966 0.373
N 0.726 -0.586 0.460
H -1.862 1.209 -0.190
H -0.313 -0.776 -2.176
H 1.567 -0.005 -0.247
H 0.956 1.884 -0.559
H -1.369 -1.320 -1.009
H 1.438 -1.010 2.331
H -0.339 -0.435 2.208
*
```



Arrangement B

Molecular formula: C2H7N3O
Method: DFT, the ωB97M-V functional and the def2-TZVPD basis

Results
Kohn-Sham gap ... 8.9 eV
SMILES ... CN(N)/C=N/O

```
! wB97M-V def2-TZVPD RIJCOSX def2/J DEFGRID3
* xyz 0 1
C -1.029 1.260 -0.028
N -0.496 -0.135 -0.069
N -1.583 -1.071 -0.112
C 0.768 -0.544 0.040
N 1.728 0.222 -0.183
O 2.952 -0.247 -0.071
H -1.891 1.301 -0.678
H -0.352 2.030 -0.385
H -1.410 1.543 0.934
H -1.411 -1.763 -0.850
H -1.689 -1.474 0.877
H 0.999 -1.597 0.209
H 3.414 0.474 0.315
*
```



Energetically preferred structure: arrangement A | next structure: +0.803 eV



Arrangement A

Molecular formula: C2H7N3O
Method: DFT, the ωB97M-V functional and the def2-TZVPD basis

Results
Kohn-Sham gap (alpha / beta) ... 8.3 / 8.2 eV

```
! wB97M-V def2-TZVPD RIJCOSX def2/J DEFGRID3
* xyz 0 1
C -0.482 -1.825 1.732
C 0.980 1.438 -1.712
N -0.010 -0.950 -0.433
N -0.317 -0.809 0.685
N -0.286 0.938 -1.117
O -0.712 1.580 0.018
H -0.514 -2.786 1.387
H 0.287 -1.668 2.488
H -1.442 -1.693 2.269
H 1.843 1.323 -1.055
H 0.999 2.472 -1.910
H 1.210 0.942 -2.648
H -1.558 1.038 0.295
*
```



Arrangement B

Molecular formula: C2H7N3O
Method: DFT, the ωB97M-V functional and the def2-TZVPD basis

Results
Kohn-Sham gap ... 10.6 eV
SMILES ... [H]/N=C/N.NC=O

```
! wB97M-V def2-TZVPD RIJCOSX def2/J DEFGRID3
* xyz 0 1
H -2.646 0.175 0.656
N -1.762 -0.120 0.255
C -1.680 -1.259 -0.286
N -0.452 -1.808 -0.561
H -2.472 -1.968 -0.545
H -0.321 -2.484 -1.293
H 0.295 -1.131 -0.507
N 0.777 0.886 1.168
C 1.734 1.092 0.221
O 1.466 1.208 -0.954
H -0.186 0.663 0.878
H 1.065 0.843 2.136
H 2.767 1.119 0.594
*
```



Arrangement C

Molecular formula: C2H7N3O
Method: DFT, the ωB97M-V functional and the def2-TZVPD basis

Results
Kohn-Sham gap ... 10.7 eV
SMILES ... [H]/N=C/N.NC=O

```
! wB97M-V def2-TZVPD RIJCOSX def2/J DEFGRID3
* xyz 0 1
H -2.779 -0.859 0.700
N -2.047 -1.573 0.729
C -1.157 -1.097 -0.082
N -0.213 -1.910 -0.685
H -1.290 -0.203 -0.720
H 0.570 -1.457 -1.127
H 0.095 -2.704 -0.131
N 1.038 1.091 0.660
C 1.454 2.062 -0.227
O 1.632 3.191 0.161
H 0.655 1.370 1.553
H 0.490 0.258 0.462
H 1.551 1.832 -1.293
*
```



Arrangement D

Molecular formula: C2H7N3O
Method: DFT, the ωB97M-V functional and the def2-TZVPD basis

Results
Kohn-Sham gap ... 9.9 eV
SMILES ... [H]/N=C(/CO)NN

```
! wB97M-V def2-TZVPD RIJCOSX def2/J DEFGRID3
* xyz 0 1
H 2.883 -0.685 -0.334
N 2.141 0.106 -0.053
C 0.817 -0.174 0.135
C -0.286 0.905 0.559
O -0.605 1.754 -0.642
N 0.011 -1.071 -0.433
N -1.403 -0.990 -0.145
H 0.136 1.462 1.606
H -1.171 0.143 1.093
H 0.347 1.598 -1.326
H 0.319 -1.917 -0.948
H -1.704 -1.127 0.848
H -1.485 -0.002 -0.360
*
```



Energetically preferred structure: arrangement B | next structure: +0.826 eV



Arrangement A

Molecular formula: C2H7N3O
Method: DFT, the ωB97M-V functional and the def2-TZVPD basis

Results
Kohn-Sham gap ... 10.0 eV
SMILES ... CN(N)C(N)=O

```
! wB97M-V def2-TZVPD RIJCOSX def2/J DEFGRID3
* xyz 0 1
C -1.150 1.335 0.019
N -0.603 -0.002 -0.005
N -1.442 -1.120 -0.022
C 0.761 -0.231 0.004
N 1.534 0.925 -0.033
O 1.268 -1.335 0.013
H -0.919 1.905 -0.897
H -2.237 1.298 0.087
H -0.769 1.893 0.899
H -1.965 -1.178 0.851
H -2.056 -1.102 -0.820
H 2.515 0.744 0.060
H 1.190 1.868 -0.006
*
```



Arrangement B

Molecular formula: C2H7N3O
Method: DFT, the ωB97M-V functional and the def2-TZVPD basis

Results
Kohn-Sham gap ... 7.6 eV
SMILES ... CNN=O.C=N

```
! wB97M-V def2-TZVPD RIJCOSX def2/J DEFGRID3
* xyz 0 1
C -0.854 -1.834 0.080
N 0.128 -0.834 -0.252
N -0.515 0.432 -1.094
O 0.239 0.956 -1.838
H -1.696 -1.340 0.566
H -1.217 -2.366 -0.807
H -0.436 -2.569 0.774
H 0.955 -1.177 -0.739
C 0.470 1.654 0.959
N 1.176 2.491 0.358
H 0.266 0.429 0.636
H 0.245 1.829 2.016
H 1.241 2.330 -0.659
*
```



Energetically preferred structure: arrangement A | next structure: +5.032 eV



Arrangement A

Molecular formula: C2H2Cl2N2
Method: DFT, the ωB97M-V functional and the def2-TZVPD basis

Results
Kohn-Sham gap ... 9.6 eV
SMILES ... ClCN1N=C1Cl

```
! wB97M-V def2-TZVPD RIJCOSX def2/J DEFGRID3
* xyz 0 1
Cl 0.132 1.451 1.429
C 0.164 0.804 -0.232
N 1.419 0.052 -0.501
N 2.697 0.814 -1.023
C 2.763 -0.010 -0.077
Cl 3.623 -0.735 1.086
H -0.704 0.193 -0.428
H 0.313 1.747 -0.929
*
```



Arrangement B

Molecular formula: C2H2Cl2N2
Method: DFT, the ωB97M-V functional and the def2-TZVPD basis

Results
Kohn-Sham gap (alpha / beta) ... 6.1 / 4.7 eV

```
! wB97M-V def2-TZVPD RIJCOSX def2/J DEFGRID3
* xyz 0 1
C -1.306 -0.686 -0.243
C 1.486 -1.427 0.297
N -2.311 -0.114 -0.111
N 2.521 -0.843 0.289
Cl -4.644 1.527 -0.080
Cl 4.410 1.338 -0.330
H -3.408 0.435 -0.042
H 3.253 -0.230 0.220
*
```



Energetically preferred structure: arrangement A | next structure: +3.559 eV



Arrangement A

Molecular formula: C2H8NO2
Method: DFT, the ωB97M-V functional and the def2-TZVPD basis

Results
Kohn-Sham gap ... 8.2 eV

```
! wB97M-V def2-TZVPD RIJCOSX def2/J DEFGRID3
* xyz -1 1
C 1.122 0.415 -0.632
O -0.117 0.334 -1.136
C 1.278 -0.476 0.586
N 0.274 -0.471 1.580
H 1.999 0.119 -1.373
H 1.372 1.557 -0.216
H 1.365 -1.446 0.072
H 2.356 -0.283 1.094
H 0.203 0.332 2.181
H -0.624 -0.438 1.113
H -2.531 0.957 -0.098
H -1.088 0.290 -0.749
O -2.304 -0.012 -0.464
*
```



Arrangement B

Molecular formula: C2H8NO2
Method: DFT, the ωB97M-V functional and the def2-TZVPD basis

Results
Kohn-Sham gap ... 7.7 eV

```
! wB97M-V def2-TZVPD RIJCOSX def2/J DEFGRID3
* xyz -1 1
C 0.083 -0.459 -0.470
O 1.174 -0.747 0.336
C -1.134 -0.137 0.401
N -3.040 -0.102 0.028
H -0.188 -1.361 -1.065
H 0.320 0.301 -1.247
H -1.050 0.197 1.433
H -1.680 -1.062 0.581
H -3.028 -0.398 -0.976
H -2.028 0.658 -0.029
H 2.281 2.083 0.028
H 1.816 0.111 0.233
O 2.643 1.196 -0.102
*
```



Energetically preferred structure: arrangement A | next structure: +3.572 eV



Arrangement A

Molecular formula: C3H8NO2
Method: DFT, the ωB97M-V functional and the def2-TZVPD basis

Results
Kohn-Sham gap ... 6.6 eV
SMILES ... N[C@H](C[O-])CO

```
! wB97M-V def2-TZVPD RIJCOSX def2/J DEFGRID3
* xyz -1 1
N 0.502 -1.546 -0.480
C -0.192 -0.295 -0.200
C -0.465 0.774 -1.338
O -1.156 1.821 -0.873
C 0.407 0.468 0.974
O 0.094 -0.121 2.303
H 0.630 -2.089 0.360
H 1.421 -1.385 -0.880
H -1.220 -0.569 0.054
H -1.003 0.147 -2.103
H 0.498 0.973 -1.881
H -0.137 1.415 0.981
H 1.497 0.542 0.885
H -0.875 -0.136 2.197
*
```



Arrangement B

Molecular formula: C3H8NO2
Method: DFT, the ωB97M-V functional and the def2-TZVPD basis

Results
Kohn-Sham gap ... 7.8 eV
SMILES ... CO[C@H]([O-])CN

```
! wB97M-V def2-TZVPD RIJCOSX def2/J DEFGRID3
* xyz -1 1
C 1.167 -1.283 1.192
O 0.451 -0.188 0.810
C -0.225 -0.495 -0.723
O 0.579 -1.079 -1.492
C -0.582 0.944 -1.025
N -1.341 1.583 0.049
H 1.679 -1.096 2.153
H 0.538 -2.177 1.343
H 1.930 -1.572 0.459
H -1.083 -1.074 -0.328
H 0.374 1.428 -1.236
H -1.194 0.948 -1.930
H -1.520 2.550 -0.163
H -0.774 1.511 0.892
*
```



Arrangement C

Molecular formula: C3H8NO2
Method: DFT, the ωB97M-V functional and the def2-TZVPD basis

Results
Kohn-Sham gap ... 6.7 eV

```
! wB97M-V def2-TZVPD RIJCOSX def2/J DEFGRID3
* xyz -1 1
C -1.644 -0.179 0.188
C -0.587 0.195 1.034
N -0.385 -0.675 2.145
O 0.180 1.178 0.941
H -2.063 -1.171 0.311
H -0.337 0.042 -1.372
H -2.194 0.572 -0.363
H 0.282 -0.326 2.811
H -1.211 -1.108 2.515
C 1.665 0.314 -1.608
O 0.382 -0.113 -2.039
H 1.552 1.304 -1.172
H 2.084 -0.385 -0.882
H 2.277 0.352 -2.511
*
```



Energetically preferred structure: arrangement C | next structure: +0.420 eV